{
  "formula": "C79H181N7O15",
  "method": "the ωB97M-V functional and the def2-TZVPD basis",
  "multiplicity": 1,
  "homo_energy_ev": -8.07,
  "relative_energy_kj_mol": 417.07,
  "energy_ev": -125987.1686,
  "elements": ["C", "C", "C", "C", "C", "C", "N", "O", "C", "C", "C", "H", "H", "H", "H", "H", "H", "H", "H", "H", "H", "H", "H", "H", "H", "H", "H", "H", "H", "H", "C", "C", "C", "C", "C", "C", "N", "O", "C", "C", "C", "H", "H", "H", "H", "H", "H", "H", "H", "H", "H", "H", "H", "H", "H", "H", "H", "H", "H", "H", "C", "C", "C", "C", "C", "C", "N", "O", "C", "C", "C", "H", "H", "H", "H", "H", "H", "H", "H", "H", "H", "H", "H", "H", "H", "H", "H", "H", "H", "H", "C", "C", "C", "C", "C", "C", "N", "O", "C", "C", "C", "H", "H", "H", "H", "H", "H", "H", "H", "H", "H", "H", "H", "H", "H", "H", "H", "H", "H", "H", "C", "C", "C", "C", "C", "C", "N", "O", "C", "C", "C", "H", "H", "H", "H", "H", "H", "H", "H", "H", "H", "H", "H", "H", "H", "H", "H", "H", "H", "H", "C", "C", "C", "C", "C", "C", "N", "O", "C", "C", "C", "H", "H", "H", "H", "H", "H", "H", "H", "H", "H", "H", "H", "H", "H", "H", "H", "H", "H", "H", "C", "C", "C", "C", "C", "C", "N", "O", "C", "C", "C", "H", "H", "H", "H", "H", "H", "H", "H", "H", "H", "H", "H", "H", "H", "H", "H", "H", "H", "H", "C", "C", "O", "H", "H", "H", "H", "H", "H", "C", "C", "O", "H", "H", "H", "H", "H", "H", "C", "C", "O", "H", "H", "H", "H", "H", "H", "C", "C", "O", "H", "H", "H", "H", "H", "H", "C", "C", "O", "H", "H", "H", "H", "H", "H", "C", "C", "O", "H", "H", "H", "H", "H", "H", "C", "C", "O", "H", "H", "H", "H", "H", "H", "C", "C", "O", "H", "H", "H", "H", "H", "H"],
  "xyz": [[5.2753, -8.2044, -0.1418], [4.1881, -7.4139, -0.8690], [3.6183, -8.2325, -2.0144], [2.6416, -9.2864, -1.6186], [1.5179, -8.5827, -0.8059], [1.9761, -7.6160, 0.3977], [3.1125, -6.8000, -0.0703], [3.5898, -5.9907, 0.9123], [0.7641, -6.6880, 0.7101], [2.1585, -8.4331, 1.6615], [4.9439, -6.2219, -1.4990], [5.9501, -7.6156, 0.4796], [5.8211, -8.7711, -0.8962], [4.8295, -8.9459, 0.5213], [3.2968, -7.5823, -2.8279], [4.4261, -8.7263, -2.5546], [3.0770, -10.0071, -0.9265], [2.2790, -9.8552, -2.4749], [1.0139, -9.4329, -0.3461], [0.7129, -8.1333, -1.3874], [0.9883, -6.0569, 1.5700], [0.6420, -6.1895, -0.2515], [-0.1982, -7.1475, 0.9361], [2.6364, -7.7825, 2.3940], [1.2379, -8.9104, 1.9971], [2.9025, -9.2017, 1.4519], [5.5800, -5.8237, -0.7085], [4.1743, -5.5684, -1.9098], [5.6559, -6.6285, -2.2172], [3.4976, -5.1105, 0.5403], [2.3019, 1.1372, 6.9185], [1.0424, 1.5174, 6.0297], [-0.0144, 0.4025, 6.1098], [-1.4225, 0.8362, 5.5945], [-1.9410, 2.1212, 6.2490], [-0.9908, 3.3199, 6.1854], [0.3579, 2.8335, 6.4895], [1.2820, 3.8579, 6.4633], [-1.1600, 3.9838, 4.7802], [-1.5230, 4.3239, 7.3017], [1.6127, 1.5730, 4.5673], [3.0427, 1.9366, 6.9008], [2.7435, 0.2273, 6.5123], [2.0322, 1.0294, 7.9691], [0.2118, -0.3596, 5.3641], [-0.0082, -0.1182, 7.0674], [-2.1605, 0.0383, 5.6768], [-1.3715, 0.9029, 4.5077], [-2.1230, 1.7506, 7.2577], [-2.9583, 2.2999, 5.9008], [-0.4069, 4.7706, 4.8250], [-1.0581, 3.2928, 3.9435], [-2.1023, 4.5305, 4.7444], [-0.8287, 5.1531, 7.4378], [-2.4780, 4.8098, 7.1019], [-1.5660, 3.7682, 8.2384], [2.1535, 0.6753, 4.2677], [2.2493, 2.4329, 4.3594], [0.8881, 1.7231, 3.7670], [1.6084, 3.8429, 7.3661], [-4.4729, 0.7322, -0.1177], [-5.4222, 0.4470, 1.1608], [-4.5690, 0.7254, 2.4394], [-4.3500, 2.1633, 2.8954], [-5.7766, 2.7809, 2.9749], [-6.6335, 2.7178, 1.6619], [-6.6151, 1.3457, 1.1392], [-7.2204, 1.2078, -0.0940], [-8.1106, 3.1430, 2.0031], [-5.9473, 3.7185, 0.6470], [-5.8526, -0.9982, 1.1654], [-3.8319, -0.1164, -0.3567], [-3.7148, 1.4846, 0.1000], [-5.0035, 1.0082, -1.0289], [-4.9040, 0.0986, 3.2658], [-3.6093, 0.2925, 2.1569], [-3.8033, 2.7056, 2.1239], [-3.7286, 2.2290, 3.7885], [-5.5745, 3.8099, 3.2723], [-6.3445, 2.3133, 3.7792], [-8.1958, 4.1357, 2.4449], [-8.5671, 3.2355, 1.0176], [-8.7019, 2.3669, 2.4890], [-6.5502, 3.7320, -0.2610], [-5.9667, 4.6832, 1.1539], [-4.9441, 3.4248, 0.3380], [-6.6311, -1.2120, 1.8977], [-5.0417, -1.6272, 1.5326], [-6.0790, -1.3663, 0.1647], [-8.1361, 1.0763, 0.1625], [-7.1178, 2.3318, -6.5448], [-5.8223, 2.8146, -5.8179], [-6.1349, 3.0428, -4.2662], [-4.9029, 3.0774, -3.3785], [-4.1155, 1.7746, -3.5680], [-3.6830, 1.6260, -5.0515], [-4.8063, 1.7641, -6.0332], [-4.3940, 1.5906, -7.3804], [-2.5123, 2.5115, -5.3037], [-3.2822, 0.1207, -5.1364], [-5.4557, 4.2275, -6.3960], [-7.0599, 1.9773, -7.5739], [-7.8774, 3.0858, -6.3383], [-7.3723, 1.4309, -5.9866], [-6.5548, 4.0464, -4.1987], [-6.9229, 2.4009, -3.8725], [-5.0740, 3.1404, -2.3038], [-4.3253, 3.9828, -3.5651], [-4.7989, 0.9573, -3.3374], [-3.3311, 1.6240, -2.8262], [-1.6819, 2.3611, -4.6139], [-2.0641, 2.3371, -6.2818], [-2.7196, 3.5803, -5.2492], [-3.8658, -0.6048, -4.5696], [-3.1150, -0.1359, -6.1825], [-2.2865, -0.1095, -4.7574], [-5.2106, 4.0997, -7.4504], [-4.5997, 4.7269, -5.9420], [-6.2903, 4.9284, -6.3798], [-4.7241, 0.7130, -7.5867], [-0.9602, -3.2946, -4.1743], [-0.0405, -3.3515, -2.8911], [0.9792, -4.5069, -3.0190], [2.1044, -4.2728, -4.0418], [2.8432, -2.9640, -3.7855], [1.9180, -1.7336, -3.5441], [0.7269, -2.0825, -2.7261], [-0.0126, -0.9666, -2.5446], [2.8344, -0.7310, -2.7983], [1.5673, -1.1995, -4.9502], [-0.7702, -3.5845, -1.6228], [-1.8385, -3.9387, -4.2181], [-0.3915, -3.5932, -5.0549], [-1.4903, -2.3465, -4.2646], [1.4388, -4.6512, -2.0412], [0.5284, -5.4952, -3.1090], [1.7572, -4.1677, -5.0696], [2.7881, -5.1087, -4.1901], [3.4192, -2.9018, -4.7088], [3.5471, -3.0723, -2.9604], [2.3376, 0.1608, -2.4162], [3.2474, -1.1875, -1.8988], [3.7242, -0.4046, -3.3368], [1.0839, -1.9161, -5.6142], [0.8323, -0.4003, -4.8544], [2.4695, -0.8811, -5.4724], [-1.4958, -4.3979, -1.6255], [-1.2818, -2.6675, -1.3305], [-0.0992, -3.7785, -0.7860], [-0.4507, -0.9694, -3.3988], [5.1427, 6.0562, -1.1858], [5.6117, 4.5934, -0.8687], [6.9255, 4.7648, -0.0333], [7.3038, 3.5010, 0.7267], [6.0587, 2.9308, 1.5067], [4.7577, 2.7027, 0.5949], [4.4807, 3.9027, -0.1801], [3.3131, 3.8999, -0.9508], [4.9503, 1.3756, -0.2456], [3.4912, 2.5113, 1.4929], [5.9977, 3.8724, -2.1789], [4.7628, 6.5631, -0.2988], [4.2382, 6.0325, -1.7936], [5.8973, 6.6300, -1.7238], [7.8315, 4.9403, -0.6134], [6.8002, 5.6307, 0.6168], [8.0912, 3.6635, 1.4627], [7.6848, 2.7942, -0.0104], [5.9039, 3.5632, 2.3808], [6.2969, 1.9436, 1.9027], [4.9899, 0.5323, 0.4439], [4.1489, 1.3093, -0.9815], [5.9106, 1.4441, -0.7567], [3.1832, 3.3229, 2.1521], [2.5992, 2.1983, 0.9503], [3.7822, 1.7674, 2.2346], [5.1342, 3.5145, -2.7396], [6.4938, 2.9298, -1.9476], [6.7689, 4.3943, -2.7455], [2.7088, 4.3220, -0.3358], [-1.2920, 3.8762, -1.5046], [-1.4920, 5.3913, -1.3659], [-2.7747, 5.6885, -0.4888], [-2.6333, 5.4648, 1.0524], [-1.2997, 6.1323, 1.5501], [0.0030, 5.8125, 0.7159], [-0.2822, 6.0992, -0.7332], [0.9272, 5.9921, -1.4317], [1.0764, 6.8673, 1.3121], [0.4455, 4.3286, 1.0343], [-1.8309, 5.9274, -2.8173], [-2.0064, 3.5395, -2.2559], [-1.4566, 3.2848, -0.6040], [-0.3508, 3.6791, -2.0179], [-2.9688, 6.7535, -0.6163], [-3.6791, 5.1802, -0.8232], [-2.6713, 4.3831, 1.1810], [-3.5293, 5.9297, 1.4636], [-1.1815, 5.8137, 2.5858], [-1.4907, 7.2004, 1.6536], [1.2618, 6.8272, 2.3855], [2.0360, 6.6098, 0.8638], [0.9196, 7.8876, 0.9619], [1.2256, 3.9491, 0.3743], [0.9058, 4.3214, 2.0223], [-0.3291, 3.5985, 1.2689], [-1.2903, 5.3105, -3.5351], [-1.5725, 6.9654, -3.0267], [-2.8794, 5.6908, -2.9980], [1.1991, 6.9086, -1.3442], [1.2981, 3.0652, -6.2325], [1.6795, 2.7885, -4.7469], [3.0412, 2.5716, -4.5648], [1.8140, 3.8586, -6.7734], [0.2137, 3.1736, -6.2097], [1.4168, 2.1152, -6.7536], [1.1890, 1.8411, -4.5235], [1.3795, 3.5374, -4.0139], [3.2812, 2.7060, -3.6451], [-0.9070, -3.1938, 5.4234], [-1.8749, -4.1640, 5.9886], [-2.7148, -3.5040, 6.8940], [-0.2505, -2.7183, 6.1522], [-1.4032, -2.3876, 4.8832], [-0.3211, -3.6676, 4.6358], [-1.2829, -5.0134, 6.3296], [-2.4837, -4.4830, 5.1426], [-2.1455, -3.0583, 7.5256], [7.3414, -3.4646, -2.3909], [6.6909, -2.1688, -1.9176], [6.1251, -2.2852, -0.6505], [6.6304, -4.2881, -2.3245], [8.2066, -3.7632, -1.7989], [7.7822, -3.2949, -3.3732], [5.9943, -1.8815, -2.7051], [7.4232, -1.3640, -1.8531], [5.2208, -2.6040, -0.6985], [2.0709, -2.8719, 2.5542], [3.1791, -2.2919, 1.5498], [3.0855, -2.9686, 0.3549], [2.2410, -3.9270, 2.7686], [1.0545, -2.6928, 2.2036], [2.0422, -2.2937, 3.4778], [4.1943, -2.5190, 1.8754], [3.0298, -1.2220, 1.4048], [2.2429, -2.7081, -0.0241], [-1.1201, -0.0617, 1.1857], [0.3608, 0.1275, 0.9336], [0.7919, -0.9800, 0.1913], [-1.4222, 0.8228, 1.7465], [-1.2782, -1.0133, 1.6932], [-1.5974, -0.0940, 0.2063], [0.7847, 0.3036, 1.9222], [0.5832, 0.9878, 0.3024], [0.4171, -1.0892, -0.6858], [-4.4063, -2.8008, -2.0285], [-4.8925, -4.0813, -2.6564], [-5.2114, -5.0152, -1.7243], [-3.5773, -3.0476, -1.3652], [-5.1930, -2.3773, -1.4042], [-4.0253, -2.0110, -2.6760], [-4.2159, -4.6122, -3.3260], [-5.7205, -3.7641, -3.2903], [-5.5278, -5.7883, -2.1975], [-2.7006, -4.1460, 1.8720], [-3.4758, -5.5259, 1.8092], [-4.6537, -5.3959, 1.1646], [-2.4464, -3.8568, 0.8523], [-1.7398, -4.3147, 2.3582], [-3.2974, -3.3999, 2.3966], [-3.7462, -5.9412, 2.7800], [-2.9448, -6.3592, 1.3490], [-4.5314, -5.0050, 0.2963], [5.2277, -2.1908, 6.2904], [5.4552, -1.3655, 5.0657], [6.2058, -2.2737, 4.3454], [4.8352, -1.5416, 7.0730], [6.1141, -2.6587, 6.7187], [4.4474, -2.9477, 6.2101], [6.0893, -0.5037, 5.2740], [4.5501, -1.0183, 4.5674], [6.4903, -1.8682, 3.5231]],
  "lowdin_charge": [-0.02, -0.51, -0.17, -0.17, -0.10, -0.47, -0.12, 0.00, -0.03, -0.04, -0.04, 0.09, 0.09, 0.07, 0.11, 0.12, 0.11, 0.11, 0.10, 0.10, 0.07, 0.06, 0.08, 0.08, 0.09, 0.07, 0.08, 0.08, 0.09, 0.07, -0.02, -0.40, -0.13, -0.17, -0.16, -0.48, -0.10, -0.02, -0.03, -0.02, -0.04, 0.07, 0.07, 0.08, 0.09, 0.11, 0.11, 0.09, 0.11, 0.11, 0.08, 0.07, 0.08, 0.07, 0.08, 0.08, 0.07, 0.07, 0.05, 0.10, -0.01, -0.43, -0.14, -0.15, -0.12, -0.46, -0.13, -0.01, -0.02, -0.02, -0.03, 0.06, 0.06, 0.06, 0.12, 0.08, 0.08, 0.09, 0.11, 0.12, 0.08, 0.07, 0.08, 0.07, 0.08, 0.05, 0.09, 0.07, 0.06, 0.10, -0.04, -0.45, -0.11, -0.18, -0.14, -0.47, -0.10, -0.01, -0.04, -0.03, -0.04, 0.08, 0.08, 0.07, 0.11, 0.12, 0.09, 0.09, 0.11, 0.11, 0.08, 0.08, 0.08, 0.07, 0.08, 0.05, 0.08, 0.07, 0.08, 0.10, 0.01, -0.46, -0.12, -0.17, -0.13, -0.44, -0.12, -0.02, -0.03, -0.02, -0.05, 0.07, 0.07, 0.06, 0.10, 0.12, 0.10, 0.10, 0.12, 0.10, 0.07, 0.06, 0.09, 0.07, 0.06, 0.10, 0.10, 0.07, 0.08, 0.07, -0.04, -0.45, -0.14, -0.18, -0.09, -0.45, -0.12, -0.02, 0.00, -0.04, -0.02, 0.07, 0.07, 0.08, 0.12, 0.11, 0.11, 0.10, 0.11, 0.10, 0.07, 0.07, 0.06, 0.07, 0.06, 0.07, 0.07, 0.06, 0.09, 0.05, -0.03, -0.42, -0.13, -0.16, -0.12, -0.40, -0.10, -0.02, -0.02, -0.02, -0.02, 0.06, 0.07, 0.08, 0.11, 0.10, 0.07, 0.10, 0.09, 0.11, 0.08, 0.05, 0.08, 0.05, 0.07, 0.06, 0.06, 0.08, 0.06, 0.10, -0.05, -0.32, -0.08, 0.07, 0.05, 0.07, 0.08, 0.11, 0.05, -0.11, -0.34, -0.05, 0.07, 0.07, 0.07, 0.12, 0.11, 0.08, -0.08, -0.34, -0.07, 0.04, 0.07, 0.07, 0.10, 0.11, 0.05, -0.04, -0.29, -0.10, 0.06, 0.05, 0.05, 0.11, 0.09, 0.06, -0.07, -0.30, -0.09, 0.06, 0.08, 0.07, 0.10, 0.11, 0.04, -0.06, -0.36, -0.05, 0.05, 0.06, 0.07, 0.11, 0.11, 0.11, -0.05, -0.34, -0.07, 0.04, 0.05, 0.07, 0.11, 0.10, 0.05, -0.10, -0.35, -0.08, 0.06, 0.08, 0.08, 0.11, 0.10, 0.09]
}